Below is a structure of composition C13H20F2N7O2Tl, with properties calculated with ωB97M-V with the def2-TZVPD basis set.

Results
HOMO (alpha / beta) = -14.0 / -14.0 eV
Orbital gap (alpha / beta) = 4.5 / 4.5 eV
Energy relative to the best compared isomer or geometry (same formula, charge and spin) = 25.64 kcal/mol
LUMO level (alpha / beta) = -9.5 / -9.5 eV
Total charge = +2

Positions of all 45 atoms, in Å:
Tl1 -0.612 -1.668 1.334
N1 -2.012 -6.054 -2.271
N2 -2.185 -5.121 -1.319
N3 -3.006 -5.309 -0.312
C1 -2.795 -4.226 0.415
N4 -1.884 -3.427 -0.156
N5 -1.502 -4.017 -1.274
H1 -2.773 -6.710 -2.351
H2 -1.567 -5.732 -3.115
H3 -3.307 -4.020 1.337
N6 -2.327 1.680 -1.410
C2 -1.677 0.540 -1.130
N7 -1.421 -0.296 -2.165
O1 -1.275 0.303 0.030
H4 -2.709 1.865 -2.321
H5 -2.553 2.313 -0.663
H6 -1.854 -0.165 -3.063
H7 -1.045 -1.206 -1.964
C3 1.263 5.215 0.912
C4 1.501 3.788 0.541
C5 1.632 2.800 1.513
C6 1.861 1.474 1.186
C7 2.133 0.491 2.293
C8 1.906 1.114 -0.177
C9 2.020 -0.275 -0.596
O2 1.481 -1.253 -0.088
C10 1.844 2.105 -1.178
C11 1.960 1.765 -2.639
C12 1.623 3.418 -0.799
H8 1.352 5.376 1.984
H9 0.257 5.511 0.605
H10 1.950 5.878 0.388
H11 1.581 3.077 2.559
H12 2.381 1.029 3.206
H13 2.958 -0.175 2.045
H14 1.258 -0.132 2.505
H15 2.657 -0.441 -1.480
H16 1.193 1.058 -2.959
H17 2.935 1.323 -2.856
H18 1.869 2.661 -3.248
H19 1.558 4.187 -1.560
F1 -2.001 -3.028 4.335
C13 -1.164 -2.126 4.475
F2 -0.028 -2.498 4.787
H20 -1.477 -1.093 4.643

Atom charges from the Löwdin analysis, given in e for atoms 1 to 6:
1. Tl 1.094
2. N 0.166
3. N -0.265
4. N 0.156
5. C -0.206
6. N -0.113

Below is a structure of composition C13H20IMnN2O2S4, with properties calculated with ωB97M-V with the def2-TZVPD basis set.

Results
HOMO (alpha / beta) = -10.6 / -10.5 eV
Orbital gap (alpha / beta) = 7.9 / 7.8 eV
Energy relative to the best compared isomer or geometry (same formula, charge and spin) = 2.10 kcal/mol
<S²> = 0.7742
LUMO level (alpha / beta) = -2.6 / -2.7 eV
Total charge = +1
2S+1 = 2

Positions of all 43 atoms, in Å:
Mn1 0.136 -0.045 0.038
C1 1.004 -1.783 -2.486
C2 2.351 -1.750 -1.762
S1 2.314 -0.903 -0.148
C3 3.415 0.525 -0.436
C4 2.811 1.788 0.157
S2 1.073 2.084 -0.247
C5 1.032 2.286 -2.053
C6 1.113 1.017 -2.900
S3 -0.009 -0.293 -2.295
H1 0.371 -2.573 -2.081
H2 1.152 -1.995 -3.545
H3 3.114 -1.264 -2.368
H4 2.688 -2.772 -1.595
H5 3.592 0.638 -1.504
H6 4.375 0.320 0.035
H7 3.404 2.660 -0.119
H8 2.798 1.730 1.246
H9 1.812 2.988 -2.353
H10 0.075 2.782 -2.229
H11 2.124 0.618 -2.923
H12 0.835 1.257 -3.926
O1 0.299 0.323 1.953
N1 -0.423 -0.459 2.766
C7 -0.614 -0.001 4.021
C8 -1.292 -0.744 4.947
C9 -1.786 -1.994 4.572
C10 -1.584 -2.438 3.288
C11 -0.894 -1.660 2.352
S4 -0.612 -2.168 0.719
H13 -0.189 0.973 4.204
H14 -1.430 -0.351 5.943
H15 -2.322 -2.608 5.282
H16 -1.951 -3.401 2.962
N2 -3.159 -0.590 -0.995
C12 -2.749 0.627 -0.662
O2 -1.688 0.847 -0.053
C13 -3.595 1.793 -1.077
I1 -2.863 2.521 -2.945
H17 -2.578 -1.381 -0.713
H18 -4.024 -0.736 -1.487
H19 -3.486 2.597 -0.359
H20 -4.640 1.536 -1.222

Atom charges from the Löwdin analysis, given in e for atoms 1 to 6:
1. Mn -0.140
2. C -0.466
3. C -0.442
4. S 0.925
5. C -0.443
6. C -0.461

Below is an isolated molecule of C13H20N2O3S, with properties calculated with ωB97M-V with the def2-TZVPD basis set.

Results
HOMO = -9.2 eV
Orbital gap = 9.4 eV
Energy relative to the best compared isomer or geometry (same formula, charge and spin) = 24.59 kcal/mol
SMILES = CC(C)OCCCNC(=O)CNC(=O)c1cccs1
LUMO level = 0.2 eV
Total charge = 0

Positions of all 39 atoms, in Å:
C1 4.212 2.600 1.054
C2 4.218 1.156 0.563
C3 5.201 0.980 -0.598
O1 2.884 0.851 0.194
C4 2.612 -0.513 -0.016
C5 1.100 -0.695 -0.094
C6 0.725 -2.153 -0.359
N1 -0.704 -2.322 -0.463
C7 -1.434 -2.948 0.473
O2 -0.983 -3.515 1.445
C8 -2.945 -2.891 0.177
N2 -3.481 -1.561 0.359
C9 -3.361 -0.600 -0.583
O3 -2.774 -0.787 -1.642
C10 -3.994 0.686 -0.276
C11 -3.990 1.786 -1.091
C12 -4.685 2.880 -0.544
C13 -5.210 2.605 0.679
S1 -4.869 1.005 1.191
H1 5.198 2.880 1.413
H2 3.493 2.712 1.860
H3 3.924 3.260 0.241
H4 4.521 0.488 1.390
H5 4.868 1.565 -1.451
H6 6.188 1.321 -0.298
H7 5.275 -0.064 -0.895
H8 3.074 -0.866 -0.952
H9 3.022 -1.114 0.812
H10 0.655 -0.364 0.845
H11 0.712 -0.060 -0.892
H12 1.192 -2.493 -1.289
H13 1.063 -2.789 0.462
H14 -1.194 -1.809 -1.192
H15 -3.461 -3.578 0.848
H16 -3.112 -3.188 -0.863
H17 -3.869 -1.330 1.260
H18 -3.500 1.787 -2.048
H19 -4.790 3.830 -1.036
H20 -5.782 3.247 1.320

Atom charges from the Löwdin analysis, given in e for atoms 1 to 6:
1. C -0.047
2. C -0.462
3. C -0.049
4. O -0.131
5. C -0.237
6. C -0.147

Below is a cluster of 2 separate species, C13H20N2O4 in total, with properties calculated with ωB97M-V with the def2-TZVPD basis set.

Results
HOMO = -7.9 eV
Orbital gap = 8.5 eV
Energy relative to the best compared isomer or geometry (same formula, charge and spin) = 13.60 kcal/mol
SMILES = CCc1ccc(O)c(O)c1.CNC(=O)CNC(C)=O
LUMO level = 0.6 eV
Total charge = 0

Positions of all 39 atoms, in Å:
C1 2.505 1.665 -0.628
C2 2.186 1.007 0.717
C3 2.506 1.844 1.940
C4 2.159 1.326 3.198
C5 2.426 2.040 4.372
C6 3.046 3.289 4.303
O1 3.316 3.999 5.445
C7 3.394 3.818 3.057
O2 3.996 5.042 3.026
C8 3.131 3.106 1.886
H1 1.954 2.604 -0.736
H2 3.578 1.866 -0.715
H3 2.212 0.997 -1.444
H4 1.119 0.762 0.734
H5 2.740 0.065 0.783
H6 1.674 0.357 3.261
H7 2.147 1.614 5.330
H8 3.020 3.497 6.222
H9 4.074 5.325 3.956
H10 3.424 3.560 0.946
C9 -4.042 -0.878 -1.988
N1 -2.709 -0.499 -1.523
C10 -1.711 -1.304 -1.139
O3 -0.695 -0.807 -0.673
C11 -1.802 -2.832 -1.287
N2 -2.132 -3.312 -2.637
C12 -3.258 -3.944 -2.968
C13 -3.368 -4.413 -4.400
O4 -4.177 -4.146 -2.186
H11 -4.724 -0.032 -1.892
H12 -4.004 -1.179 -3.036
H13 -4.434 -1.704 -1.392
H14 -2.523 0.485 -1.395
H15 -2.552 -3.185 -0.579
H16 -0.844 -3.257 -0.988
H17 -1.436 -3.191 -3.354
H18 -2.590 -5.148 -4.599
H19 -3.261 -3.563 -5.071
H20 -4.346 -4.872 -4.545

Atom charges from the Löwdin analysis, given in e for atoms 1 to 6:
1. C -0.116
2. C -0.213
3. C -0.221
4. C -0.054
5. C -0.022
6. C -0.266

Below is a structure of composition C13H20NO6PtTe, with properties calculated with ωB97M-V with the def2-TZVPD basis set.

Results
HOMO (alpha / beta) = -10.9 / -11.8 eV
Orbital gap (alpha / beta) = 7.6 / 5.2 eV
Energy relative to the best compared isomer or geometry (same formula, charge and spin) = 9.05 kcal/mol
<S²> = 6.0274
LUMO level (alpha / beta) = -3.3 / -6.6 eV
Total charge = +1
2S+1 = 5

Positions of all 42 atoms, in Å:
Pt1 0.277 0.090 -0.990
O1 -3.473 -2.084 -1.377
C1 -2.474 -1.623 -0.903
O2 -1.332 -1.477 -1.383
C2 -2.629 -1.186 0.669
C3 -1.346 -1.457 1.464
C4 -1.711 -1.441 2.960
C5 -1.923 0.066 3.194
C6 -1.634 0.631 1.789
O3 -0.607 -0.243 1.331
C7 -2.812 0.289 0.880
C8 -2.676 1.158 -0.568
O4 -3.741 1.317 -1.081
O5 -1.517 1.501 -0.797
H1 -3.483 -1.771 1.003
H2 -0.757 -2.308 1.133
H3 -2.583 -2.048 3.181
H4 -0.874 -1.826 3.539
H5 -2.916 0.319 3.552
H6 -1.191 0.470 3.891
H7 -1.306 1.667 1.760
H8 -3.793 0.580 1.246
N1 2.076 -0.836 -4.833
C9 1.614 -0.671 -3.598
O6 1.150 0.411 -3.225
C10 1.698 -1.839 -2.643
C11 1.826 -1.311 -1.215
H9 2.017 -0.070 -5.489
H10 2.413 -1.726 -5.162
H11 2.530 -2.499 -2.904
H12 0.770 -2.410 -2.750
H13 2.790 -0.808 -1.092
H14 1.739 -2.121 -0.489
C12 2.827 4.036 0.539
Te1 1.847 2.214 -0.308
C13 2.484 1.142 1.448
H15 2.470 4.189 1.554
H16 2.579 4.892 -0.080
H17 3.904 3.875 0.539
H18 3.566 1.048 1.445
H19 2.021 0.160 1.445
H20 2.178 1.698 2.329

Atom charges from the Löwdin analysis, given in e for atoms 1 to 6:
1. Pt 1.026
2. O 0.165
3. C -0.590
4. O -0.059
5. C -0.077
6. C -0.248

Below is a structure of composition C13H21AsN4O5PRuS4, with properties calculated with ωB97M-V with the def2-TZVPD basis set.

Results
HOMO (alpha / beta) = -1.2 / -1.1 eV
Orbital gap (alpha / beta) = 5.6 / 5.1 eV
Energy relative to the best compared isomer or geometry (same formula, charge and spin) = 32.21 kcal/mol
<S²> = 8.7746
LUMO level (alpha / beta) = 4.4 / 4.0 eV
Total charge = -2
2S+1 = 6

Positions of all 50 atoms, in Å:
Ru1 0.494 0.853 2.282
O1 2.818 4.200 4.162
C1 2.132 3.394 3.533
O2 1.789 2.240 3.862
C2 1.592 3.867 2.159
C3 1.971 5.074 1.584
C4 1.416 5.435 0.366
C5 0.476 4.598 -0.216
C6 0.123 3.428 0.441
N1 0.692 3.074 1.590
C7 -1.001 2.499 -0.044
O3 -1.583 2.786 -1.093
O4 -1.262 1.537 0.723
H1 2.669 5.700 2.123
H2 1.691 6.372 -0.107
H3 -0.008 4.829 -1.153
S1 0.163 -3.705 3.851
As1 0.444 -1.781 2.962
S2 -0.401 -0.221 4.274
S3 2.847 0.150 1.750
S4 2.791 -1.448 2.977
C8 -1.026 -4.131 -0.756
N2 -0.042 -3.085 -0.669
C9 1.197 -3.489 -0.047
P1 -0.336 -1.442 -0.830
O5 0.446 -0.620 0.101
N3 -2.028 -1.400 -0.759
C10 -2.476 -1.559 0.617
C11 -2.688 -0.284 -1.419
N4 0.088 -1.073 -2.411
C12 0.972 0.026 -2.694
C13 -0.387 -1.836 -3.530
H4 -1.239 -4.560 0.231
H5 -0.651 -4.933 -1.406
H6 -1.948 -3.735 -1.174
H7 1.034 -3.876 0.971
H8 1.852 -2.622 0.019
H9 1.688 -4.255 -0.660
H10 -1.892 -2.345 1.105
H11 -3.534 -1.841 0.622
H12 -2.348 -0.636 1.199
H13 -2.249 -0.129 -2.403
H14 -2.601 0.645 -0.847
H15 -3.749 -0.538 -1.537
H16 1.264 0.485 -1.749
H17 0.483 0.792 -3.307
H18 1.872 -0.315 -3.220
H19 -1.131 -2.543 -3.175
H20 0.427 -2.391 -4.017
H21 -0.849 -1.189 -4.284

Atom charges from the Löwdin analysis, given in e for atoms 1 to 6:
1. Ru 0.796
2. O -0.030
3. C -0.682
4. O -0.163
5. C -0.172
6. C -0.017

| no. | E_tot (Eh) | molecular weight (g mol⁻¹) |
| --- | --- | --- |
| 1 | -1412.70825 | 548.73 |
| 2 | -3808.63053 | 546.43 |
| 3 | -1240.81392 | 284.38 |
| 4 | -917.86632 | 268.31 |
| 5 | -1400.48606 | 608.98 |
| 6 | -5368.15560 | 648.57 |